[1]
Molecular formula: C6H7NO2
Method: DFT, wB97M-V/def2-TZVPD

## Properties
HOMO-LUMO gap: 0.3096 Ha
HOMO level: -7.85 eV
Energy above the lowest of the compared OMol25 structures with the same formula, charge and spin: 3.654 eV
Strongest force on any atom: 6.64 eV Å⁻¹
LUMO: 0.02115 Eh

Last column: Löwdin charge in e.
CARTESIAN COORDINATES (ANGSTROEM)
C 2.43341 -1.52335 -0.77167  -0.02
C 1.02895 -1.09656 -0.72218  -0.49
C -0.36625 0.53947 0.21639  -0.31
C -1.62735 -0.03522 0.32549  0.02
C -2.47484 0.94101 0.95388  -0.08
C -1.74151 2.05784 1.16465  -0.15
H 2.59508 -2.89400 -0.88089  0.20
H 3.01453 -1.34168 0.17276  0.09
H 2.92458 -1.31625 -1.65895  0.03
H 1.38987 0.93842 -0.67641  0.20
H -2.07879 -0.87693 0.06334  0.06
H -3.40268 0.91159 1.19130  0.03
H -2.14161 3.32294 1.45763  0.21
N 0.83503 0.18105 -0.20176  0.12
O 0.10635 -1.62472 -1.35059  0.08
O -0.49477 1.81638 0.71702  0.01

[2]
Molecular formula: C3H9N3
Method: DFT, wB97M-V/def2-TZVPD

## Properties
HOMO-LUMO gap: 0.3528 Ha
SMILES: [H]/N=C/NNCC
HOMO level: -8.64 eV
Energy above the lowest of the compared OMol25 structures with the same formula, charge and spin: 1.635 eV
Strongest force on any atom: 1.32 eV Å⁻¹
LUMO: 0.03537 Eh

Last column: Löwdin charge in e.
CARTESIAN COORDINATES (ANGSTROEM)
H -3.26402 0.62723 -1.81525  0.02
N -2.39785 0.64672 -1.29543  0.07
C -2.04992 -0.55879 -1.05193  -0.35
N -0.91640 -0.90216 -0.39471  -0.06
N -0.09935 0.15953 0.06473  -0.09
C 1.23650 -0.28092 0.39447  -0.32
C 2.02994 0.92149 0.84954  -0.11
H -2.63456 -1.45470 -1.29198  0.11
H -0.95041 -1.75153 0.18743  0.14
H -0.58546 0.66658 0.83550  0.14
H 1.26594 -1.06870 1.16496  0.10
H 1.67078 -0.74739 -0.51420  0.12
H 2.07915 1.67374 0.03008  0.08
H 1.54764 1.41599 1.72406  0.08
H 3.06801 0.65289 1.11274  0.07

[3]
Molecular formula: C6H17NSi
Method: DFT, wB97M-V/def2-TZVPD

## Properties
HOMO-LUMO gap: 0.3322 Ha
HOMO level: -8.28 eV
Energy above the lowest of the compared OMol25 structures with the same formula, charge and spin: 2.504 eV
Strongest force on any atom: 5.70 eV Å⁻¹
LUMO: 0.02790 Eh

Last column: Löwdin charge in e.
CARTESIAN COORDINATES (ANGSTROEM)
C 1.39269 -1.51831 0.82717  -0.10
C 0.94709 -0.81518 -1.61354  -0.11
C 2.31233 0.63890 -0.12748  -0.12
C -2.97530 -0.82077 0.47072  -0.18
C -1.23258 2.16877 -0.27941  -0.21
C 1.11475 -0.35510 -0.16562  -0.68
N -1.60488 -0.70250 0.10641  -0.23
Si -0.49339 0.50489 0.43374  0.57
H 1.80424 -0.99972 1.80421  0.12
H 0.41048 -1.93902 0.88788  0.04
H 2.10828 -2.14468 0.52568  0.03
H 0.85177 0.05912 -2.24915  0.08
H 0.20583 -1.60386 -1.71574  0.07
H 1.86175 -1.33929 -1.89931  0.09
H 2.31975 1.43900 0.64263  0.07
H 3.27912 0.05142 -0.00699  0.10
H 2.27885 1.10789 -1.17111  0.08
H -3.23095 -1.74113 1.09431  0.09
H -3.23626 0.13855 1.10465  0.11
H -3.53670 -0.88794 -0.50686  0.08
H -1.55114 2.94927 0.44184  0.02
H -0.49709 2.60872 -0.97298  0.01
H -2.18714 1.89816 -0.84419  0.04
H -1.19428 -1.54374 -0.21431  0.05
H 0.01496 1.06006 2.58473  -0.01